[1]
Formula: C2H10NO3
Source: the Open Molecules 2025 dataset
Level of theory: ωB97M-V/def2-TZVPD

```
16
C2H10NO3 | the Open Molecules 2025 dataset | ωB97M-V/def2-TZVPD
C 0.25792 1.19217 0.80950
O -0.31827 0.86402 -0.39692
C 0.01047 0.11494 1.86154
N -1.39644 -0.26529 2.11705
H 1.35290 1.19149 0.62704
H 0.02403 2.20645 1.20331
H 0.47193 -0.76398 1.39297
H 0.54786 0.16834 2.80815
H -1.79243 -0.53911 1.21567
H -1.90873 0.61803 2.20738
H 0.41147 -0.81669 -2.62534
H -0.90203 -1.10187 -3.57133
O 0.00285 -1.39486 -3.53401
H 1.53284 -1.42834 -1.38017
H 0.37420 0.48318 -1.07041
O 1.33145 -0.52848 -1.66445
```

Properties
* strongest force on any atom: 2.0 eV/A
* E_HOMO: -4.590 eV
* charge: -1
* HOMO-LUMO gap: 8.66 eV
* calculated total energy: -9868.995 eV
* LUMO energy: 4.07 eV
* energy relative to the best compared isomer or geometry (same formula, charge and spin): 0.776 eV
* multiplicity: 1

Results of the natural (NBO) charge analysis, in e, for atoms 1 through 6:
1 C -0.07
2 O -0.80
3 C -0.25
4 N -0.84
5 H 0.17
6 H 0.12

[2]
Formula: C3H5FeO4
Source: the Open Molecules 2025 dataset
Level of theory: ωB97M-V/def2-TZVPD

```
13
C3H5FeO4 | the Open Molecules 2025 dataset | ωB97M-V/def2-TZVPD
O 1.14535 1.50227 4.27998
C 0.75974 1.14566 3.19446
O 1.04362 1.54010 2.01539
O -0.14672 0.07640 3.05930
H -0.49683 -0.26198 3.89161
C 0.61220 -1.49098 -1.09471
O -0.01315 -1.02228 -0.14228
C 1.53374 -0.72634 -1.95187
H 1.13384 -0.96454 -2.96956
H 0.63120 -2.59108 -1.19523
H 1.46920 0.35609 -1.81062
H 2.52550 -1.20368 -1.91712
Fe -0.19364 0.40179 1.05033
```

Properties
* strongest force on any atom: 3.6 eV/A
* E_HOMO (alpha / beta): -14.321 / -14.462 eV
* charge: +1
* HOMO-LUMO gap (alpha / beta): 9.28 / 8.66 eV
* calculated total energy: -45761.982 eV
* LUMO energy (alpha / beta): -5.05 / -5.80 eV
* energy relative to the best compared isomer or geometry (same formula, charge and spin): 0.000 eV
* multiplicity: 5

Results of the natural (NBO) charge analysis, in e, for atoms 1 through 6:
1 O -0.55
2 C 0.94
3 O -0.81
4 O -0.85
5 H 0.55
6 C 0.56

[3]
Formula: C48H55F5N4
Source: the Open Molecules 2025 dataset
Level of theory: ωB97M-V/def2-TZVPD

```
112
C48H55F5N4 | the Open Molecules 2025 dataset | ωB97M-V/def2-TZVPD
C -3.47886 -2.11283 -4.62549
C -2.25533 -2.79042 -4.78791
C -1.33544 -2.09577 -3.99676
N -1.94601 -1.01985 -3.44818
C -3.27178 -1.05488 -3.78296
H -4.47200 -2.43299 -5.03011
H -2.00560 -3.67169 -5.39811
H -0.30073 -2.31527 -3.88464
H -1.59426 -0.34691 -2.81358
H -3.93622 -0.35212 -3.34280
C -5.27250 -0.22272 -0.26698
C -5.01138 -1.13846 0.77550
C -4.72046 -0.35333 1.87139
N -4.79323 0.98398 1.56941
C -5.14476 1.07575 0.26867
H -5.63501 -0.42670 -1.27394
H -5.11655 -2.19060 0.80227
H -4.55609 -0.67900 2.87189
H -4.64330 1.73662 2.25266
H -5.21970 1.99023 -0.31501
C -0.25222 0.85370 -1.16767
C 0.02415 -0.41788 -0.55467
C -1.10973 -0.96111 -0.04213
N -2.13762 -0.09417 -0.30359
C -1.58767 1.00509 -0.95916
H 0.38386 1.55161 -1.69649
H 0.94148 -0.97739 -0.60011
H -1.16922 -1.81619 0.59197
H -3.12540 -0.23213 -0.08527
H -2.26706 1.80713 -1.20514
C 2.24154 5.22734 1.51747
C 1.99201 5.96577 0.22588
N 1.29334 5.21814 -0.85390
C 0.01343 4.72891 -0.44401
C -1.03917 4.49234 -1.54095
C 2.14471 4.21835 -1.39938
C 3.14116 4.83470 -2.38452
H 1.31096 4.97211 2.00714
H 2.81649 5.84788 2.20224
H 2.79638 4.23954 1.50444
H 1.28720 6.76632 0.43309
H 2.90087 6.38782 -0.23193
H 0.11793 3.79813 0.18795
H -0.35740 5.54921 0.17714
H -0.71740 3.71646 -2.24047
H -1.96464 4.16118 -1.07891
H -1.14588 5.44512 -2.06702
H 1.52494 3.42794 -1.83171
H 2.63170 3.65782 -0.54310
H 4.04375 5.22523 -1.92622
H 2.70051 5.69075 -2.91180
H 3.44191 4.06509 -3.12696
F 0.67809 -4.75357 -2.76414
C 1.76999 -4.17595 -2.12498
C 2.81905 -3.72148 -2.86985
C 3.89913 -3.09155 -2.24009
C 3.91463 -3.06900 -0.83751
C 2.85382 -3.58230 -0.10357
C 1.78968 -4.19621 -0.73666
H 2.72187 -3.77032 -3.95611
H 4.73142 -2.74959 -2.79072
H 4.75484 -2.60626 -0.33546
H 2.74468 -3.44946 0.97201
H 0.94292 -4.59533 -0.20669
F 4.26398 -3.75889 3.92485
C 2.98754 -3.53527 3.60809
C 2.06480 -4.57238 3.50350
C 0.80921 -4.25283 3.04327
C 0.42372 -2.96068 2.74139
C 1.39045 -1.96574 2.92482
C 2.65326 -2.23671 3.36077
H 2.35042 -5.54913 3.80990
H 0.03153 -5.00124 2.93305
H -0.55343 -2.69676 2.41421
H 1.03171 -0.93440 2.79360
H 3.36142 -1.47847 3.49416
F -3.32648 2.19929 3.66741
C -1.98292 2.27181 3.54293
C -1.32841 1.53807 2.58821
C -0.00393 1.75533 2.40881
C 0.70985 2.62856 3.25622
C 0.02907 3.31304 4.28494
C -1.34123 3.12598 4.42918
H -1.90781 0.84708 1.98391
H 0.48191 1.20861 1.63535
H 1.76079 2.75593 3.11376
H 0.46403 4.11380 4.80808
H -1.85054 3.79970 5.12709
F -1.50199 -4.37195 0.74908
C -2.66684 -4.52630 0.07931
C -3.59669 -5.38255 0.53441
C -4.79520 -5.46247 -0.16100
C -4.99950 -4.85107 -1.38714
C -3.94561 -4.04085 -1.82049
C -2.78591 -3.89443 -1.13591
H -3.53603 -6.05154 1.37237
H -5.58873 -6.09336 0.22933
H -5.94506 -4.85691 -1.92879
H -4.05834 -3.44630 -2.71871
H -1.98319 -3.25963 -1.41266
F 3.86814 1.24262 2.56510
C 4.10666 1.36939 1.25497
C 5.03739 2.29486 0.87360
C 5.36368 2.47955 -0.46645
C 4.81304 1.69660 -1.43538
C 3.82351 0.77207 -1.03094
C 3.49065 0.53808 0.31568
H 5.58781 2.88840 1.59240
H 6.05948 3.19618 -0.87840
H 5.01628 1.87019 -2.47323
H 3.25588 0.20494 -1.77507
H 2.67586 -0.10699 0.55670
```

Properties
* strongest force on any atom: 2.4 eV/A
* E_HOMO: -7.987 eV
* charge: 0
* SMILES: c1cc[nH]c1.c1cc[nH]c1.c1cc[nH]c1.CCN(CC)CC.Fc1ccccc1.Fc1ccccc1.Fc1ccccc1.Fc1ccccc1.Fc1ccccc1
* HOMO-LUMO gap: 8.61 eV
* calculated total energy: -70214.227 eV
* LUMO energy: 0.63 eV
* multiplicity: 1

Results of the Mulliken charge analysis, in e, for atoms 1 through 6:
1 C -0.62
2 C -0.50
3 C -0.60
4 N 0.21
5 C -0.54
6 H 0.42

[4]
Formula: C5H10N2P
Source: the Open Molecules 2025 dataset
Level of theory: ωB97M-V/def2-TZVPD

```
18
C5H10N2P | the Open Molecules 2025 dataset | ωB97M-V/def2-TZVPD
P 3.03934 -0.49622 0.15156
N 1.37047 -0.08324 -0.43694
C 0.67010 0.95426 -0.11948
C -0.79611 0.85264 -0.32917
C -1.18528 0.29017 1.11330
C -1.33943 -1.16002 0.89137
C -1.46836 -1.40475 -0.41464
N -1.20681 -0.20025 -1.23163
H 3.49247 0.93538 0.08628
H 3.57046 -0.56034 -1.25376
H 0.84615 -0.64506 -1.00430
H 1.00774 1.70784 0.42722
H -1.33580 1.85219 -0.70809
H -0.44140 0.54279 1.84289
H -2.26099 0.80160 1.31515
H -1.51003 -1.70907 1.79142
H -1.82453 -2.39582 -0.72997
H -1.96253 0.17547 -1.76024
```

Properties
* strongest force on any atom: 5.0 eV/A
* E_HOMO: -12.813 eV
* charge: +1
* SMILES: P/[NH+]=C/[C@@H]1CC=CN1
* HOMO-LUMO gap: 8.47 eV
* calculated total energy: -17606.816 eV
* LUMO energy: -4.34 eV
* energy relative to the best compared isomer or geometry (same formula, charge and spin): 1.572 eV
* multiplicity: 1

Results of the natural (NBO) charge analysis, in e, for atoms 1 through 6:
1 P 0.54
2 N -0.67
3 C 0.29
4 C -0.13
5 C -0.42
6 C -0.27

[5]
Formula: C3H8NO
Source: the Open Molecules 2025 dataset
Level of theory: ωB97M-V/def2-TZVPD

```
13
C3H8NO | the Open Molecules 2025 dataset | ωB97M-V/def2-TZVPD
C 1.37333 -0.42134 0.30429
C 2.19339 -1.38058 -0.08342
C -0.46207 1.11284 -0.14248
N 0.44006 0.21892 -0.48878
H 1.26247 -0.16394 1.44770
H 2.51590 -1.79191 -0.99629
H 2.89257 -1.78540 0.64145
H -0.92136 1.79749 -0.88148
H -0.64182 1.32880 0.89741
H 0.50137 0.11015 -1.55637
H -3.51832 0.26710 0.72035
H -2.35784 -0.37185 -0.00680
O -2.68017 0.40145 0.33564
```

Properties
* strongest force on any atom: 6.9 eV/A
* E_HOMO (alpha / beta): -20.442 / -20.402 eV
* charge: +2
* HOMO-LUMO gap (alpha / beta): 8.76 / 5.44 eV
* calculated total energy: -6754.455 eV
* LUMO energy (alpha / beta): -11.68 / -14.96 eV
* energy relative to the best compared isomer or geometry (same formula, charge and spin): 2.372 eV
* multiplicity: 2

Results of the natural (NBO) charge analysis, in e, for atoms 1 through 6:
1 C 0.19
2 C 0.01
3 C 0.29
4 N -0.51
5 H 0.30
6 H 0.28

[6]
Formula: C60H55BF6N10O4S3Ti
Source: the Open Molecules 2025 dataset
Level of theory: ωB97M-V/def2-TZVPD

```
140
C60H55BF6N10O4S3Ti | the Open Molecules 2025 dataset | ωB97M-V/def2-TZVPD
Ti 1.02549 0.05254 0.00226
C 0.21579 5.18174 -1.89314
C 0.09609 3.71194 -2.07693
C -0.61001 3.04604 -3.05034
C -0.43231 1.67814 -2.78794
N 0.31399 1.53324 -1.67954
N 0.66369 2.78074 -1.28084
B 1.91129 3.04774 -0.41614
N 1.56739 2.78174 1.05046
N 0.83799 1.71544 1.44196
C 0.67559 1.83064 2.77396
C 1.31439 2.99214 3.22106
C 1.85459 3.57784 2.09567
C 2.52779 4.90114 2.01726
C -0.13251 1.01734 3.68436
C 0.33709 0.80784 4.98136
C -0.44851 0.16094 5.91696
C -1.71051 -0.29566 5.57516
C -2.17391 -0.10866 4.28427
C -1.40231 0.55664 3.34956
N 3.03539 2.14104 -0.93694
N 2.83209 0.84104 -1.25444
C 3.95809 0.40224 -1.83094
C 4.89549 1.44184 -1.88684
C 4.27599 2.52464 -1.30354
C 4.85359 3.87454 -1.08464
C 4.15309 -0.90296 -2.44963
C 3.12479 -1.50796 -3.16463
C 3.34519 -2.70256 -3.82374
C 4.59649 -3.29166 -3.80064
C 5.63019 -2.68086 -3.11074
C 5.41579 -1.49386 -2.43694
C -0.92481 0.71094 -3.78224
C -1.75821 -0.36686 -3.50584
C -2.27251 -1.14276 -4.53024
C -1.97751 -0.85106 -5.85164
C -1.13631 0.21014 -6.14204
C -0.61581 0.98184 -5.11743
H -0.52851 5.66714 -2.52034
H 0.03899 5.44544 -0.85324
H 1.20499 5.53624 -2.18244
H -1.19891 3.46974 -3.83814
H 2.21929 4.17914 -0.54484
H 1.34739 3.35104 4.23007
H 2.56739 5.32754 3.01656
H 3.53929 4.81744 1.62956
H 1.96929 5.57374 1.36696
H 1.32959 1.14034 5.24866
H -0.07681 0.01814 6.92096
H -2.32871 -0.79186 6.31056
H -3.14991 -0.47656 4.00566
H -1.77761 0.72714 2.35426
H 5.88249 1.39724 -2.29934
H 5.85479 3.89674 -1.50424
H 4.25309 4.64794 -1.55894
H 4.92619 4.08984 -0.02084
H 2.16029 -1.02136 -3.21364
H 2.53759 -3.16856 -4.36654
H 4.76459 -4.22636 -4.31724
H 6.60889 -3.13606 -3.09474
H 6.21449 -1.03636 -1.87074
H -1.98311 -0.59996 -2.47943
H -2.91221 -1.98206 -4.29454
H -2.40791 -1.44766 -6.64384
H -0.89011 0.44294 -7.16954
H 0.04039 1.80684 -5.35794
F 6.13149 0.76404 3.34236
C 4.91209 0.25734 3.18096
F 4.04209 1.10434 3.74756
F 4.85819 -0.88666 3.85937
S 4.46969 0.14814 1.33576
O 3.06059 0.45234 1.35866
O 5.35059 1.12464 0.80176
N 4.78789 -1.32046 0.88516
S 3.66729 -2.28556 0.35766
O 4.09879 -3.18746 -0.64524
O 2.38509 -1.64436 0.14356
C 3.42269 -3.49566 1.80606
F 4.38169 -4.41706 1.76846
F 2.25209 -4.12376 1.69526
F 3.46979 -2.92376 3.00986
C -4.65151 1.42424 2.28936
C -5.16501 0.01974 2.20617
C -6.00141 -0.43676 3.21946
C -6.62461 -1.66886 3.15876
C -6.41781 -2.47536 2.05296
C -5.56601 -2.05536 1.04886
C -4.91151 -0.82506 1.12056
N -4.10001 -0.40276 0.03886
C -2.67111 -0.41086 0.16386
N -2.16691 -1.61536 0.54187
C -1.08381 -1.91016 1.39576
C 0.07419 -1.11846 1.45276
C 0.91299 -1.37906 2.54767
C 0.66029 -2.37316 3.47596
C -0.40021 -3.23636 3.27546
C -1.29221 -3.01786 2.24346
C -2.44421 -3.97106 2.05497
N -1.93461 0.60404 -0.07244
C -2.44061 1.88604 -0.33764
C -1.88191 2.88954 0.46616
C -2.21191 4.21884 0.32836
C -3.10821 4.59404 -0.65724
C -3.67841 3.61484 -1.44064
C -3.39161 2.26064 -1.29934
C -4.17021 1.34384 -2.19074
H -4.19511 1.61834 3.25736
H -5.49181 2.10934 2.18086
H -3.93881 1.65274 1.50766
H -6.19681 0.21114 4.06196
H -7.28331 -1.99096 3.95277
H -6.92671 -3.42376 1.96796
H -5.41521 -2.68206 0.17716
H -4.37121 -0.90206 -0.80144
H -2.87941 -2.33076 0.60366
H 1.79389 -0.76916 2.71626
H 1.31119 -2.50056 4.32777
H -0.53521 -4.08326 3.93016
H -2.36141 -4.78006 2.77806
H -2.42721 -4.41416 1.05706
H -3.41341 -3.49006 2.21136
H -1.19281 2.58334 1.23566
H -1.76531 4.95604 0.97946
H -3.36571 5.63034 -0.81094
H -4.39211 3.90584 -2.19574
H -5.13741 1.13604 -1.73464
H -3.65851 0.41334 -2.37934
H -4.34211 1.83754 -3.14304
S 0.21009 -1.39286 -1.70524
C 0.22949 -3.13126 -1.98533
C 0.03989 -3.52406 -3.31334
C -0.05191 -4.86086 -3.63683
C 0.04349 -5.82476 -2.64584
C 0.22779 -5.43356 -1.33014
C 0.31819 -4.09426 -0.98924
H -0.04001 -2.76166 -4.07374
H -0.20161 -5.15676 -4.66423
H -0.03361 -6.87126 -2.90004
H 0.29319 -6.18016 -0.55454
H 0.45859 -3.78646 0.03846
```

Properties
* strongest force on any atom: 1.9 eV/A
* E_HOMO: -7.691 eV
* charge: 0
* HOMO-LUMO gap: 6.67 eV
* calculated total energy: -158809.577 eV
* LUMO energy: -1.02 eV
* energy relative to the best compared isomer or geometry (same formula, charge and spin): 1.086 eV
* multiplicity: 1

Results of the Mulliken charge analysis, in e, for atoms 1 through 6:
1 Ti -2.45
2 C -1.77
3 C 0.33
4 C -1.47
5 C -0.02
6 N 1.11